Entry 1:
Entry from the Open Molecules 2025 dataset: an isolated molecule of C4H9NO (wB97M-V/def2-TZVPD).

largest force on an atom: 0.006 Eh/bohr
M: 87.12 g/mol
relative energy (zero: lowest compared OMol25 entry of this formula, charge and spin): 1.664 eV
HOMO: -0.32633 Eh

Last column: Mulliken charge in e.
CARTESIAN COORDINATES (ANGSTROEM)
C -0.36 -0.60 1.12  -0.4768
C -1.36 0.38 0.46  -0.4289
O -0.97 0.66 -0.88  -0.4161
C 0.40 0.97 -0.96  -0.2749
C 1.26 -0.27 -0.56  -0.5921
N 0.42 -1.28 0.09  -0.4667
H 0.35 -0.07 1.77  0.2648
H -0.88 -1.34 1.74  0.3135
H -2.36 -0.08 0.39  0.2838
H -1.46 1.31 1.03  0.3141
H 0.58 1.26 -2.00  0.3064
H 0.63 1.84 -0.32  0.2653
H 2.05 0.02 0.15  0.3115
H 1.75 -0.72 -1.43  0.3208
H -0.25 -1.58 -0.62  0.2753



Entry 2:
Entry from the Open Molecules 2025 dataset: a structure of composition C51H71N3O31V at a distorted geometry (wB97M-V/def2-TZVPD).

net charge: -1
largest force on an atom: 0.088 Eh/bohr
M: 1273.06 g/mol
HOMO: -0.26653 Eh

Last column: Mulliken charge in e.
CARTESIAN COORDINATES (ANGSTROEM)
O 1.36 0.21 0.19  -0.7074
V -0.14 0.78 0.34  0.2587
O -1.08 -0.35 -0.33  -0.5561
C -2.59 1.26 3.57  -0.7683
C -1.47 0.34 3.52  -0.3151
O -0.48 0.69 2.56  0.5726
H -3.22 1.08 4.44  0.5574
H -3.27 1.26 2.71  -0.3885
H -2.26 2.29 3.68  0.0785
H -1.86 -0.66 3.32  0.4218
H -1.01 0.33 4.51  0.2751
C -0.17 3.82 -2.52  -0.8533
C -0.01 3.84 -1.01  -0.3461
O -0.70 2.81 -0.37  0.7408
H -1.20 3.92 -2.85  0.2891
H 0.03 2.83 -2.93  -0.1521
H 0.47 4.44 -3.14  0.4321
H -0.33 4.82 -0.67  0.2863
H 1.04 3.73 -0.73  -0.0009
C 4.52 2.37 0.33  -0.5238
O 5.24 1.39 1.02  -0.4635
C 5.94 1.88 2.18  -0.0354
C 7.19 2.63 1.87  -0.5344
O 7.96 2.80 3.05  -0.3655
C 9.15 3.64 2.95  -0.8109
H 4.09 3.11 1.00  0.3526
H 3.89 1.81 -0.36  0.0052
H 5.19 2.95 -0.31  0.3467
H 6.09 1.07 2.89  0.4160
H 5.31 2.57 2.73  -0.1921
H 6.99 3.53 1.28  0.3846
H 7.75 2.11 1.10  0.4106
H 9.08 4.52 3.59  0.2862
H 9.56 3.88 1.96  0.3297
H 9.92 3.11 3.50  0.2843
C 3.13 1.25 -4.74  -0.7888
O 2.18 0.28 -4.79  -0.4608
C 1.72 0.05 -3.47  0.4052
C 1.18 -1.39 -3.49  -0.0043
O -0.18 -1.33 -3.93  0.6352
C -0.30 -1.52 -5.34  -0.9082
H 4.02 0.90 -4.21  0.2925
H 2.78 2.23 -4.41  0.2469
H 3.38 1.46 -5.78  0.3027
H 0.99 0.82 -3.21  -0.4673
H 2.47 0.04 -2.68  0.2296
H 1.20 -1.79 -2.48  -0.6146
H 1.89 -2.02 -4.04  0.4928
H -1.37 -1.77 -5.37  0.0024
H 0.38 -2.31 -5.64  0.2811
H -0.07 -0.60 -5.86  0.2123
C -4.73 -3.06 -5.37  0.2470
O -5.81 -2.80 -5.90  -0.6591
N -4.45 -3.91 -4.37  0.1649
C -3.13 -4.08 -3.92  -0.1673
C -5.57 -4.47 -3.48  -1.0032
H -3.82 -2.47 -5.59  0.2245
H -2.41 -3.41 -4.40  -0.7037
H -2.88 -5.06 -4.31  0.6064
H -3.00 -3.91 -2.85  0.2979
H -6.50 -4.03 -3.83  0.3890
H -5.70 -5.55 -3.59  0.2791
H -5.47 -4.23 -2.42  0.3383
C 0.39 3.56 4.61  0.6415
O -0.05 4.03 5.64  -0.6720
N 1.55 3.90 3.93  0.2896
C 1.85 3.14 2.69  -0.0747
C 2.61 4.76 4.52  -1.0283
H -0.20 2.83 4.04  -0.2429
H 0.98 2.60 2.32  -0.7864
H 2.66 2.41 2.82  0.1584
H 2.19 3.83 1.92  0.5769
H 3.55 4.34 4.18  0.2071
H 2.40 5.73 4.06  0.3474
H 2.51 4.85 5.60  0.3437
C -6.77 -1.93 0.69  0.2231
O -6.88 -3.02 0.12  -0.6184
N -5.59 -1.35 0.96  0.2381
C -5.61 -0.04 1.67  -0.9615
C -4.24 -1.91 0.83  -0.8289
H -7.61 -1.27 0.92  0.2967
H -5.01 -0.03 2.58  0.2030
H -6.60 0.27 2.00  0.4242
H -5.27 0.70 0.96  0.2716
H -3.66 -1.41 0.06  0.1713
H -3.79 -1.67 1.79  0.2316
H -4.32 -2.99 0.76  0.3708
C -3.41 2.35 -4.00  -0.6950
C -2.87 1.13 -3.87  0.3779
C -3.43 0.16 -3.00  0.6138
O -2.97 -1.01 -2.89  -0.0228
C -4.47 0.71 -2.07  -0.9959
C -4.87 2.01 -2.09  0.5942
C -4.48 2.98 -3.18  0.3895
O -4.87 4.16 -3.34  -0.6587
O -5.85 2.43 -1.23  -0.5534
O -1.88 0.72 -4.73  -0.6319
H -2.94 3.01 -4.71  0.4477
H -4.89 0.01 -1.35  0.5172
H -5.90 3.38 -1.09  0.3389
H -1.67 -0.14 -4.36  0.1218
C -2.51 4.92 1.90  -0.1335
C -3.56 4.19 1.41  0.4429
C -5.01 4.36 1.98  0.3521
O -5.97 3.57 1.88  -0.5852
C -5.12 5.41 2.94  -0.7915
C -4.01 6.09 3.39  0.3208
C -2.67 5.96 2.86  0.5227
O -1.69 6.61 3.22  -0.6753
O -4.31 7.13 4.21  -0.5405
O -3.39 3.15 0.50  0.5870
H -1.50 4.79 1.52  0.3306
H -6.07 5.82 3.23  0.4286
H -3.55 7.65 4.49  0.3314
H -2.44 3.01 0.47  -0.6122
C -0.54 -6.55 -4.18  -0.9314
C -1.64 -7.23 -3.75  0.2901
C -2.23 -7.16 -2.39  0.7947
O -3.08 -7.92 -1.89  -0.6596
C -1.71 -6.04 -1.64  -0.3760
C -0.74 -5.21 -2.05  0.1934
C 0.00 -5.42 -3.39  0.8157
O 0.97 -4.75 -3.83  -0.6093
O -0.26 -4.16 -1.38  -0.2121
O -2.30 -8.15 -4.52  -0.5776
H -0.07 -6.71 -5.14  0.4119
H -2.14 -5.87 -0.67  0.4732
H 0.42 -3.70 -1.87  0.0297
H -3.04 -8.53 -4.04  0.3495
C 5.99 -1.37 -0.16  -0.5171
C 4.69 -1.61 0.06  0.7511
C 3.83 -2.68 -0.46  0.1767
O 2.60 -2.69 -0.46  -0.3858
C 4.69 -3.75 -1.06  -1.1099
C 6.06 -3.62 -1.17  0.3560
C 6.84 -2.43 -0.77  0.5974
O 8.09 -2.25 -0.98  -0.6868
O 6.87 -4.69 -1.52  -0.5444
O 4.00 -0.76 0.90  -0.0100
H 6.43 -0.52 0.33  0.4651
H 4.22 -4.66 -1.42  0.5041
H 7.80 -4.47 -1.49  0.3321
H 4.56 0.00 1.08  0.3844
C 1.29 -1.96 4.17  -0.3317
C 2.08 -0.92 4.58  0.4386
C 3.09 -1.02 5.71  0.2917
O 3.94 -0.23 6.17  -0.6217
C 3.13 -2.41 6.20  -0.6940
C 2.43 -3.48 5.80  0.5560
C 1.42 -3.34 4.72  0.4244
O 0.65 -4.23 4.30  -0.6561
O 2.75 -4.71 6.30  -0.5504
O 1.77 0.39 4.26  -0.2872
H 0.39 -1.72 3.63  0.3949
H 3.74 -2.52 7.08  0.3926
H 2.39 -5.43 5.77  0.3238
H 0.94 0.46 3.79  -0.1746



Entry 3:
Entry from the Open Molecules 2025 dataset: a cluster of 2 separate species, C4H12 in total at a distorted geometry (wB97M-V/def2-TZVPD).

largest force on an atom: 0.024 Eh/bohr
M: 60.14 g/mol
relative energy (zero: lowest compared OMol25 entry of this formula, charge and spin): 0.316 eV
HOMO: -0.43105 Eh

Last column: Mulliken charge in e.
CARTESIAN COORDINATES (ANGSTROEM)
C -1.83 -0.72 1.56  -0.6361
C -0.89 -1.12 2.71  -0.8083
H -1.27 -0.37 0.68  0.1028
H -2.54 -1.48 1.28  0.2836
H -2.37 0.17 1.88  0.2520
H -0.72 -2.18 2.79  0.2859
H 0.10 -0.69 2.58  0.2625
H -1.24 -0.68 3.63  0.2594
C 1.29 1.58 -1.89  -0.8119
C 1.40 0.15 -2.42  -0.7132
H 0.71 2.28 -2.50  0.2895
H 0.86 1.70 -0.90  0.2387
H 2.28 2.05 -1.81  0.2702
H 0.81 -0.52 -1.79  0.1895
H 2.43 -0.20 -2.38  0.2642
H 0.98 0.04 -3.41  0.2711



Entry 4:
Entry from the Open Molecules 2025 dataset: a cluster of 6 separate species, C33H66F9N3O11S in total at a distorted geometry (wB97M-V/def2-TZVPD).

largest force on an atom: 0.243 Eh/bohr
M: 883.95 g/mol
HOMO: -0.31474 Eh

Last column: Mulliken charge in e.
CARTESIAN COORDINATES (ANGSTROEM)
N -1.88 -3.63 -2.05  -0.6570
C -2.26 -2.39 -1.99  0.0857
C -2.58 -0.75 -1.99  0.3612
C -1.16 0.08 -2.20  -0.2358
C -0.29 -0.39 -3.50  -0.2387
C 1.27 -0.65 -2.94  0.1502
N 2.31 0.44 -3.12  -0.4774
O 1.60 -1.80 -2.30  -0.4915
C -3.19 -0.44 -0.46  0.3248
C -2.41 -1.32 0.70  0.0040
N -1.80 -2.02 1.62  -0.5628
C -3.24 1.16 -0.11  -1.0186
C -1.92 1.72 0.68  -0.0393
C -2.11 1.80 2.33  -0.3982
C -1.05 0.88 3.17  -0.7967
C 0.01 1.68 4.12  0.6792
F -0.41 3.09 4.46  -0.2246
F -0.09 0.98 5.46  -0.3372
C 1.58 1.54 3.72  0.6415
F 2.38 2.20 4.82  -0.2507
F 1.96 0.08 3.76  -0.2443
S 2.13 2.20 2.08  1.2250
F 1.63 0.84 1.18  -0.2880
F 0.72 3.10 1.78  -0.2841
F 2.77 3.59 2.93  -0.3482
F 3.69 1.46 2.37  -0.3488
F 2.79 2.85 0.64  -0.3040
H -3.35 -0.54 -2.84  -0.0479
H -0.51 -0.16 -1.23  0.0215
H -1.42 1.24 -2.25  0.2452
H -0.30 0.50 -4.29  0.2176
H -0.73 -1.32 -4.06  0.3930
H 1.88 1.39 -2.91  0.2862
H 2.60 0.43 -4.12  0.2394
H -4.32 -0.81 -0.51  0.5115
H -4.27 1.40 0.42  0.3420
H -3.28 1.73 -1.16  0.2782
H -0.92 1.15 0.46  -0.1209
H -1.77 2.85 0.31  0.4332
H -3.20 1.36 2.52  0.3647
H -2.16 2.93 2.62  0.2739
H -0.52 0.16 2.37  0.2241
H -1.71 0.14 3.84  0.3346
C 1.57 -8.45 1.22  -0.4711
O 1.58 -8.38 -0.20  -0.3787
C 0.38 -8.91 -0.78  -0.5100
C -0.56 -7.78 -1.24  -0.4878
O -1.08 -7.05 -0.13  -0.3924
C -0.43 -5.80 0.05  -0.5487
H 2.41 -7.86 1.60  -0.0224
H 0.65 -8.03 1.64  0.3099
H 1.69 -9.48 1.54  0.3541
H -0.13 -9.58 -0.08  0.3067
H 0.68 -9.50 -1.65  0.3951
H -1.41 -8.23 -1.76  0.4081
H -0.05 -7.11 -1.95  0.2911
H -0.74 -5.11 -0.75  0.2164
H 0.66 -5.90 0.06  0.3291
H -0.75 -5.38 1.01  0.2716
C 3.13 3.15 -6.71  -0.7972
O 4.03 2.43 -5.87  -0.2967
C 5.34 2.34 -6.45  -0.4991
C 6.31 3.32 -5.78  -0.5152
O 5.97 4.67 -6.09  -0.3750
C 5.31 5.32 -5.01  -0.6567
H 2.22 3.35 -6.14  0.2417
H 3.55 4.11 -7.03  0.3518
H 2.87 2.55 -7.58  0.3200
H 5.30 2.49 -7.53  0.3349
H 5.69 1.32 -6.27  0.3708
H 7.31 3.14 -6.18  0.3714
H 6.34 3.16 -4.70  0.3244
H 6.02 5.52 -4.20  0.3241
H 4.47 4.73 -4.62  0.2515
H 4.92 6.28 -5.37  0.2448
C -6.98 -1.25 -4.06  -0.8374
O -6.00 -0.22 -4.07  -0.2804
C -5.46 -0.01 -5.37  -0.3152
C -6.04 1.25 -6.01  -0.6408
O -7.43 1.08 -6.31  -0.3703
C -8.27 1.74 -5.37  -0.6870
H -7.48 -1.24 -3.08  0.2361
H -7.73 -1.10 -4.83  0.3573
H -6.50 -2.23 -4.19  0.3382
H -5.61 -0.88 -6.01  0.3590
H -4.38 0.13 -5.25  0.2851
H -5.53 1.43 -6.97  0.3904
H -5.88 2.13 -5.38  0.3203
H -8.21 2.82 -5.52  0.3258
H -8.00 1.49 -4.34  0.2795
H -9.30 1.42 -5.55  0.2432
C 2.43 -4.38 5.72  -0.5609
O 3.77 -4.76 5.97  -0.3778
C 3.93 -6.18 6.02  -0.5019
C 4.56 -6.72 4.73  -0.5702
O 3.66 -6.58 3.62  -0.2630
C 4.01 -5.49 2.78  -0.7500
H 2.41 -3.31 5.50  0.1540
H 2.01 -4.91 4.86  0.2511
H 1.82 -4.57 6.60  0.3229
H 2.98 -6.68 6.23  0.3254
H 4.61 -6.40 6.85  0.3631
H 4.75 -7.79 4.85  0.3734
H 5.52 -6.22 4.52  0.3493
H 4.92 -5.73 2.22  0.3081
H 4.16 -4.57 3.35  0.4459
H 3.20 -5.33 2.07  0.1291
C -0.78 5.77 6.65  -0.6520
O 0.21 6.80 6.64  -0.3967
C 0.75 7.02 5.34  -0.1143
C 0.16 8.28 4.70  -0.5616
O -1.23 8.11 4.40  -0.3677
C -2.07 8.77 5.34  -0.7324
H -1.28 5.79 7.63  0.2868
H -1.53 5.92 5.88  0.3186
H -0.30 4.80 6.52  0.2388
H 0.59 6.14 4.70  0.0247
H 1.83 7.15 5.46  0.3789
H 0.67 8.46 3.74  0.3771
H 0.32 9.15 5.33  0.3238
H -2.01 9.85 5.19  0.3191
H -1.80 8.51 6.37  0.3257
H -3.10 8.45 5.16  0.2403



Number 1: lowest unoccupied orbital energy 1.116 eV, frontier orbital gap 0.3673 Eh. Number 2: lowest unoccupied orbital energy -0.166 eV, frontier orbital gap 0.2605 Eh. Number 3: lowest unoccupied orbital energy 1.076 eV, frontier orbital gap 0.4706 Eh. Number 4: lowest unoccupied orbital energy -2.510 eV, frontier orbital gap 0.2225 Eh.